ORCA calculation (the ωB97M-V functional and the def2-TZVPD basis) on 3 unconnected molecules or ions with the total composition C5H6N4O2 in a non-equilibrium geometry.

Properties
- Energy above the lowest of the compared OMol25 structures with the same formula, charge and spin: 18.0 kcal/mol
- Kohn-Sham gap: 8.80 eV
- HOMO: -0.2956 Eh
- Strongest force on any atom: 4.34 eV Å⁻¹

CARTESIAN COORDINATES (ANGSTROEM)
1 O 3.00 -1.65 -0.07
2 C 0.32 0.96 1.51
3 H -1.81 1.20 -0.64
4 N -2.65 -2.19 0.59
5 H 0.71 1.21 2.41
6 H -1.11 2.49 1.08
7 N -0.48 1.79 0.79
8 C -0.08 -0.21 -0.25
9 H -0.08 1.64 -1.38
10 H 0.03 -2.22 -0.83
11 C 3.01 -0.53 -0.22
12 N 0.46 -0.24 1.06
13 O 2.92 0.59 -0.38
14 H -0.63 -1.25 -1.95
15 C -0.26 -1.29 -1.01
16 C -0.66 1.15 -0.50
17 N -2.70 -1.44 -0.23

=====

ORCA calculation (the ωB97M-V functional and the def2-TZVPD basis) on C4H5NO2 in the gas phase in a non-equilibrium geometry.

Properties
- Energy above the lowest of the compared OMol25 structures with the same formula, charge and spin: 132.4 kcal/mol
- Kohn-Sham gap: 10.30 eV
- HOMO: -0.3589 Eh
- Strongest force on any atom: 3.49 eV Å⁻¹

CARTESIAN COORDINATES (ANGSTROEM)
1 H 0.17 -1.01 -1.26
2 C -1.06 -0.82 0.45
3 C -0.62 -0.36 -0.88
4 C -0.67 0.26 1.12
5 H -1.66 -1.76 0.68
6 C -0.03 0.92 -0.06
7 H -1.14 -0.11 -1.78
8 O 2.94 -0.53 -0.04
9 H -0.60 0.83 2.11
10 H -0.53 1.92 -0.19
11 N 1.78 -0.32 0.03
12 O 1.41 0.98 -0.18

=====

ORCA calculation (the ωB97M-V functional and the def2-TZVPD basis) on C10H16OSi in the gas phase in a non-equilibrium geometry.

Properties
- Energy above the lowest of the compared OMol25 structures with the same formula, charge and spin: 128.3 kcal/mol
- Kohn-Sham gap: 9.22 eV
- HOMO: -0.3240 Eh
- Strongest force on any atom: 4.88 eV Å⁻¹

CARTESIAN COORDINATES (ANGSTROEM)
1 H -1.94 -2.49 2.95
2 H 0.28 -2.59 2.25
3 C 0.41 -0.78 1.25
4 C 1.94 2.11 -0.23
5 H 0.55 -2.95 -0.12
6 H 1.10 3.19 -3.26
7 H 1.85 3.07 0.28
8 O 1.07 -0.17 2.35
9 C -0.27 -2.11 1.54
10 H -0.51 3.15 -0.21
11 H 0.53 2.11 -4.56
12 H -2.53 1.06 0.88
13 H 0.63 -0.60 3.19
14 C -1.64 -1.84 2.11
15 H 1.30 -0.78 0.42
16 H 2.49 1.34 0.19
17 H -3.30 -0.44 2.51
18 H -0.77 -4.06 0.58
19 C 0.55 2.24 -3.45
20 Si 0.13 1.79 -0.39
21 C -0.05 1.37 -2.64
22 C -1.76 0.34 1.07
23 H -1.04 -2.50 -0.48
24 C -2.34 -0.72 1.95
25 C -0.37 -2.96 0.28
26 C -0.52 0.32 0.63
27 H -0.55 0.62 -3.18
28 H 2.37 2.30 -1.25

=====

ORCA calculation (the ωB97M-V functional and the def2-TZVPD basis) on 2 unconnected molecules or ions with the total composition C5H13N in a non-equilibrium geometry.

Properties
- Energy above the lowest of the compared OMol25 structures with the same formula, charge and spin: 42.7 kcal/mol
- Kohn-Sham gap: 10.41 eV
- HOMO: -0.3398 Eh
- Strongest force on any atom: 1.59 eV Å⁻¹

CARTESIAN COORDINATES (ANGSTROEM)
1 H -1.21 0.39 1.22
2 H 1.06 -1.26 1.53
3 H -0.32 -1.14 -0.69
4 H 0.04 -2.69 1.84
5 H -0.79 3.47 -0.95
6 C 0.55 1.92 -1.55
7 H -2.56 -0.61 0.59
8 C 0.52 -2.08 1.07
9 H 1.36 0.14 -0.73
10 H 2.43 1.12 -1.56
11 C -1.56 -0.62 1.02
12 C 0.19 3.03 -0.91
13 H 0.31 1.71 -2.59
14 H -1.26 -2.43 -0.06
15 H 1.21 -2.75 0.57
16 H -1.71 -0.99 2.04
17 N 1.58 1.08 -1.03
18 C -0.67 -1.57 0.25
19 H 0.82 3.28 -0.06

=====

ORCA calculation (the ωB97M-V functional and the def2-TZVPD basis) on 2 unconnected molecules or ions with the total composition C8H6F2O4.

Properties
- Kohn-Sham gap: 8.83 eV
- HOMO: -0.3714 Eh
- Strongest force on any atom: 0.45 eV Å⁻¹

CARTESIAN COORDINATES (ANGSTROEM)
1 C 1.98 2.41 -1.75
2 F -0.87 -3.08 4.44
3 C 1.79 1.27 -0.82
4 C 0.41 0.74 -0.66
5 O -1.19 -2.04 0.36
6 O -1.72 -2.50 2.51
7 C 0.96 2.94 -2.42
8 H -1.62 0.89 -1.24
9 H 0.29 -0.10 0.02
10 C -0.54 -2.79 3.18
11 H -2.40 -3.57 0.90
12 H 0.01 -3.63 2.75
13 C -0.61 1.26 -1.33
14 O 2.72 0.79 -0.22
15 C -1.75 -2.72 1.15
16 F 0.26 -1.71 3.20
17 H 2.99 2.78 -1.84
18 C -0.42 2.40 -2.26
19 H 1.07 3.77 -3.10
20 O -1.35 2.88 -2.87

=====

ORCA calculation (the ωB97M-V functional and the def2-TZVPD basis) on C16H17NO2 in the gas phase.

Properties
- Energy above the lowest of the compared OMol25 structures with the same formula, charge and spin: 0.0 kcal/mol
- Kohn-Sham gap: 8.93 eV
- HOMO: -0.3007 Eh
- Strongest force on any atom: 0.67 eV Å⁻¹

CARTESIAN COORDINATES (ANGSTROEM)
1 H 0.86 0.90 2.70
2 C -3.09 2.30 0.41
3 C 1.66 -1.52 -3.53
4 H 1.57 -2.94 -5.12
5 C -2.58 1.05 0.70
6 H -0.49 -1.82 3.15
7 C 1.89 -1.91 -4.96
8 C 1.23 -0.81 -0.86
9 H -3.29 4.34 1.05
10 C 2.21 -1.74 -1.19
11 H 1.34 -1.27 -5.64
12 C 0.89 -0.19 2.84
13 H -2.05 3.96 3.16
14 H 0.21 0.27 0.53
15 N 0.97 -0.40 0.45
16 C 0.47 -0.24 -1.88
17 C -0.52 -0.73 3.11
18 H 3.18 -2.80 -2.76
19 H 1.52 -0.41 3.70
20 H -2.73 0.22 0.03
21 C -1.69 1.90 2.77
22 H 2.95 -1.86 -5.20
23 H -0.30 0.49 -1.63
24 H -3.63 2.46 -0.51
25 C 0.68 -0.59 -3.19
26 O 2.37 -1.70 1.71
27 C -2.20 3.15 2.46
28 C 2.42 -2.08 -2.51
29 H -0.89 -0.36 4.07
30 H 2.81 -2.18 -0.41
31 C -2.90 3.36 1.29
32 H 0.08 -0.14 -3.97
33 C 1.51 -0.85 1.61
34 O -1.43 -0.44 2.07
35 H -1.16 1.76 3.70
36 C -1.88 0.84 1.89

=====

ORCA calculation (the ωB97M-V functional and the def2-TZVPD basis) on a molecular structure, C22H38NO2P2SiYb in a non-equilibrium geometry.

Properties
- Kohn-Sham gap (spin up / spin down): 4.70 / 6.10 eV
- HOMO (spin up / spin down): -0.1671 / -0.2185 Eh
- 2S+1: 2
- Strongest force on any atom: 2.92 eV Å⁻¹

CARTESIAN COORDINATES (ANGSTROEM)
1 C 2.82 -4.21 -0.77
2 C -0.28 -2.92 0.95
3 H 4.05 -0.68 -2.19
4 H -1.55 -2.61 -1.62
5 H -1.34 -1.01 -3.26
6 H -2.97 -1.54 -1.35
7 H 0.07 -2.81 1.99
8 C 2.46 -1.94 -1.44
9 C -0.83 3.01 -0.38
10 C -1.28 1.92 -1.08
11 O -0.25 0.77 -3.88
12 H 2.31 3.07 -2.65
13 C 0.93 -2.93 0.02
14 C 0.08 -0.65 5.27
15 H 2.69 -0.85 -3.31
16 P 2.33 0.92 -1.59
17 H 3.63 2.06 -3.33
18 H -0.88 -0.13 -3.91
19 C -0.02 2.37 4.78
20 H 1.17 -0.74 5.18
21 H -4.04 3.15 -2.59
22 C 3.68 1.40 -0.49
23 H -3.48 -2.64 1.81
24 H -2.99 -0.24 4.36
25 C -2.27 -2.25 -0.87
26 H -2.81 1.00 -2.33
27 H -3.70 -0.95 1.27
28 H -0.82 1.48 -4.24
29 H -3.00 1.50 3.98
30 H 1.33 -4.94 0.64
31 C -1.56 4.23 -0.52
32 C -2.43 1.91 -1.84
33 H -3.26 5.21 -1.42
34 H 4.10 -3.13 -2.15
35 N 1.28 -1.89 -0.76
36 C -2.71 4.27 -1.32
37 O 1.95 -0.75 -4.99
38 C 2.94 -0.73 -2.21
39 H -0.36 -1.63 5.02
40 H 1.93 1.81 -3.85
41 H 3.38 -5.13 -0.80
42 H -1.22 5.12 0.00
43 H -0.15 -0.46 6.34
44 H 1.07 2.49 4.67
45 C -2.50 0.72 4.59
46 H 1.68 -1.65 -5.25
47 H -2.84 -3.13 -0.51
48 C 1.68 -4.12 0.02
49 Si -0.66 0.71 4.22
50 H 0.04 2.98 0.27
51 P -1.53 -1.61 0.67
52 C 2.58 2.06 -2.99
53 C -0.48 0.38 2.38
54 H -0.53 3.19 4.24
55 H -0.28 2.46 5.85
56 Yb -0.20 -0.15 -1.71
57 H 3.86 0.62 0.26
58 H -2.68 0.95 5.65
59 H -0.80 -3.90 0.88
60 C 3.21 -3.11 -1.50
61 C -0.72 -0.16 1.26
62 H -2.78 -1.28 2.71
63 C -3.14 3.13 -1.97
64 H 3.41 2.32 0.02
65 H 4.61 1.57 -1.06
66 H 1.11 -0.24 -4.89
67 C -3.02 -1.66 1.73

=====

ORCA calculation (the ωB97M-V functional and the def2-TZVPD basis) on a molecular structure, C34H32N6O4S2Tl.

Properties
- Energy above the lowest of the compared OMol25 structures with the same formula, charge and spin: 2.1 kcal/mol
- Kohn-Sham gap: 6.40 eV
- HOMO: -0.1456 Eh
- Total charge: -1
- Strongest force on any atom: 0.53 eV Å⁻¹

CARTESIAN COORDINATES (ANGSTROEM)
1 H 1.17 -2.75 3.83
2 H 4.43 1.02 2.45
3 H 4.85 -3.02 1.65
4 H -6.66 0.04 0.64
5 H 3.63 -2.45 3.73
6 N -0.67 1.87 -0.19
7 O -1.64 4.05 0.64
8 C 2.04 5.49 -1.89
9 N -0.89 -0.90 2.27
10 C 1.72 -3.02 2.94
11 O 3.06 -4.88 -1.72
12 C -4.30 0.73 -0.46
13 C 1.70 -3.85 0.68
14 S 3.96 -4.03 -0.88
15 H 3.82 -0.16 0.04
16 H 2.19 1.05 3.70
17 C 1.47 3.34 -2.86
18 C -1.81 0.66 3.60
19 O 0.34 3.17 1.76
20 C -5.30 -2.90 1.58
21 C 5.14 -0.50 -2.43
22 C -4.02 -2.71 1.05
23 H -3.61 -0.46 -3.52
24 H 1.78 -2.27 -1.67
25 C -6.25 -1.90 1.45
26 H -2.54 1.66 -3.13
27 C 3.78 -3.16 1.72
28 N 2.33 0.68 2.78
29 H 1.52 2.61 -3.65
30 H -0.05 -3.62 1.89
31 O -0.19 0.93 -2.23
32 C 3.50 0.64 2.06
33 C 3.07 -3.65 0.63
34 H 6.06 -2.26 -1.59
35 C 3.09 -2.85 2.88
36 C 2.72 -0.53 -2.50
37 C 0.72 3.07 -1.72
38 N -3.53 0.53 -1.68
39 H -2.75 2.46 -1.57
40 H -5.24 1.28 -0.69
41 C 1.36 0.15 1.99
42 N 1.84 -0.23 0.84
43 H -0.19 1.99 3.21
44 C -0.02 0.07 2.47
45 H -3.70 1.38 0.19
46 C 2.13 4.56 -2.92
47 C -4.23 -0.33 -2.62
48 C 3.93 0.11 -2.76
49 N -0.51 1.03 3.30
50 C 3.92 -2.38 -1.58
51 C -3.64 -1.53 0.40
52 C -0.09 1.83 -1.41
53 H -5.20 0.10 -2.93
54 H -2.45 1.27 4.22
55 H -2.89 -1.15 3.00
56 C 3.17 0.05 0.88
57 H -4.14 2.30 -2.67
58 H -4.41 -1.31 -2.18
59 C 0.63 4.00 -0.71
60 H 3.93 1.10 -3.20
61 H -7.25 -2.04 1.84
62 S -0.43 3.28 0.53
63 H -3.30 -3.51 1.18
64 H 1.78 -0.05 -2.72
65 C 5.13 -1.76 -1.84
66 C -4.63 -0.55 0.26
67 H 6.07 0.00 -2.63
68 H 2.73 4.80 -3.79
69 C 1.02 -3.52 1.85
70 H 1.19 -4.24 -0.18
71 Tl -1.43 -1.36 -0.59
72 C -5.91 -0.73 0.77
73 H 1.19 5.93 0.05
74 H 2.56 6.43 -1.96
75 C 2.72 -1.78 -1.90
76 C -3.23 1.80 -2.30
77 C 1.27 5.22 -0.76
78 C -2.01 -0.53 3.00
79 H -5.55 -3.83 2.09